Entry 1:
C2H6NO2 | ωB97M-V with the def2-TZVPD basis set

Computed properties:
- HOMO (eV) = -15.689
- charge = +1
- E_LUMO (eV) = -5.09

```
11
Properties=species:S:1:pos:R:3:forces:R:3
C -1.565669 -0.135315 1.147424 0.0 0.1 -0.4
N -1.552258 -0.025181 -0.121830 -0.6 0.0 0.9
H -0.685607 -0.543681 1.617518 0.1 -0.1 0.2
H -2.438439 0.173774 1.721860 0.2 0.0 -0.1
H -2.384883 0.359729 -0.557740 0.3 -0.1 -0.5
H -0.717974 -0.379913 -0.627213 -0.1 0.0 -0.1
O 0.882384 -1.105325 -0.699301 -0.2 0.2 -0.1
C 1.738706 -0.262251 -0.770801 0.4 -0.1 -0.1
O 1.687857 0.833883 -0.020846 0.0 0.1 -0.2
H 2.607167 -0.332357 -1.444292 -0.1 -0.1 0.1
H 2.428715 1.416634 -0.244783 0.0 0.1 0.2
```
Positions in Å, forces in eV/Å.

Here are the natural (NBO) charges for atoms 1 to 5, given in e: C 0.152; N -0.576; H 0.236; H 0.233; H 0.438


Entry 2:
C2H6NO2P | ωB97M-V with the def2-TZVPD basis set

Computed properties:
- HOMO (eV) = -9.649
- charge = 0
- E_LUMO (eV) = -1.17

```
12
Properties=species:S:1:pos:R:3:forces:R:3
C -0.891768 -0.740438 1.004149 1.9 0.4 -2.7
C -0.078023 0.196008 0.070080 -3.2 3.0 0.3
N 1.321566 0.043371 0.289758 1.9 1.4 -0.8
O 1.726603 -0.168213 1.403000 0.1 -0.5 0.8
O 2.041597 0.245010 -0.679850 0.6 -0.3 0.6
P -0.580918 -0.049391 -1.730937 0.9 1.5 -1.1
H -0.898860 -0.261688 1.903696 -0.4 0.8 2.7
H -1.863124 -0.913150 0.588372 -0.4 -0.2 0.0
H -0.243725 -1.616994 1.045375 -0.6 -0.4 0.2
H -0.346469 1.852339 0.541540 0.8 -4.1 -1.2
H -0.968019 1.353301 -2.060540 0.4 -1.4 0.4
H 0.781140 0.059845 -2.374643 -1.9 0.0 0.7
```
Positions in Å, forces in eV/Å.

Here are the natural (NBO) charges for atoms 1 to 5, given in e: C -0.651; C -0.265; N 0.450; O -0.361; O -0.383


Entry 3:
C2H6NO2P | ωB97M-V with the def2-TZVPD basis set

Computed properties:
- HOMO (eV) = -8.106
- charge = 0
- E_LUMO (eV) = 0.55

```
12
Properties=species:S:1:pos:R:3:forces:R:3
C -0.904588 -1.044205 0.116199 1.7 -1.5 -0.7
C -1.288820 0.369070 -0.240084 -0.3 -0.5 0.5
N -2.488552 1.017388 -0.043808 0.9 2.8 -0.6
O 4.012668 0.322588 0.124005 1.6 -0.1 0.9
O 0.510555 -0.804543 -0.129654 1.0 0.2 -0.2
P 0.299364 0.833564 -0.520132 -0.3 -0.8 0.1
H -0.921683 -1.458495 1.118204 -0.7 0.8 0.7
H -1.099698 -1.984889 -0.473272 -0.7 1.3 -0.2
H 3.081430 0.134657 0.098826 -0.5 -0.4 0.4
H 4.424550 -0.035509 0.955866 -1.1 0.4 -1.3
H -2.366474 1.979609 -0.462354 -0.3 -1.1 1.0
H -3.258754 0.670769 -0.543792 -1.2 -1.2 -0.6
```
Positions in Å, forces in eV/Å.

Here are the natural (NBO) charges for atoms 1 to 5, given in e: C -0.130; C -0.265; N -0.785; O -0.951; O -0.787


We obtain max |F| values of 1.093; 4.397; 2.976 eV/A for the records listed above, in that order.
We obtain gap between HOMO and LUMO values of 10.602; 8.480; 8.661 eV for the records listed above, in that order.
We obtain relative energy (zero: lowest compared OMol25 entry of this formula, charge and spin) values of 16.1; 165.2; 61.2 kcal per mole for the records listed above, in that order.